Record 1
The following is a quantum chemistry calculation of C46H48N3OPTl as an isolated structure, from the OMol25 dataset.

Structure (XYZ):
```
100
Properties=species:S:1:pos:R:3:forces:R:3
Tl -1.35034 0.37283 -0.36463 11.7 1.6 -5.4
N 0.83485 2.47054 1.87854 0.4 0.4 -0.2
N -1.02975 2.68428 -1.31790 1.1 1.5 0.6
C -3.00509 -0.87105 -0.49039 -4.4 -2.5 1.5
C -3.30280 0.26982 0.35871 -3.8 -1.9 1.8
C -2.38421 0.24801 1.46704 -2.6 -1.4 3.3
C -2.35070 1.20603 2.62380 0.0 0.0 0.2
H -2.99234 2.08306 2.43782 0.2 -0.3 0.0
H -1.32507 1.56852 2.81314 -0.4 -0.1 -0.1
H -2.72564 0.70883 3.53852 0.2 0.2 -0.3
C -1.49975 -0.86871 1.30527 -1.3 -2.2 2.8
C -0.40983 -1.26623 2.25940 -0.6 -0.3 0.3
H -0.80499 -1.90369 3.07459 0.0 0.2 -0.2
H 0.05200 -0.37533 2.71522 -0.8 -0.7 -0.5
H 0.38560 -1.83135 1.74642 -0.8 0.2 0.3
C -1.90298 -1.57581 0.09906 -1.1 -2.8 1.0
C -1.31276 -2.86527 -0.39812 0.1 -0.2 0.0
H -0.23092 -2.92223 -0.19502 -0.3 0.1 0.0
H -1.45646 -2.97794 -1.48538 0.1 0.0 0.4
H -1.79583 -3.72916 0.09724 0.2 0.3 -0.2
C -4.42338 1.24941 0.15557 -0.1 0.1 0.0
H -5.31744 0.96761 0.74483 0.4 0.1 -0.2
H -4.72391 1.28891 -0.90380 0.1 0.0 0.3
H -4.13258 2.26908 0.46094 -0.1 -0.3 -0.1
C -3.79052 -1.30626 -1.69395 -0.1 0.0 -0.1
H -3.15951 -1.85399 -2.41185 -0.2 0.2 0.2
H -4.22486 -0.44757 -2.22956 0.2 -0.3 0.1
H -4.62284 -1.97518 -1.39853 0.3 0.3 -0.1
C 2.08091 2.54847 2.36430 0.1 0.3 -0.6
H 2.17174 2.51250 3.45942 0.0 0.1 -0.5
C 3.22634 2.67632 1.56646 -0.3 0.8 -0.2
H 4.21995 2.74107 2.02085 -0.5 0.0 -0.3
C 3.04949 2.71834 0.17476 -0.5 0.1 0.2
H 3.91153 2.81536 -0.49460 -0.3 -0.1 0.3
C 1.75990 2.62804 -0.35013 0.2 0.2 0.2
H 1.59231 2.63711 -1.43152 0.0 0.0 0.4
C 0.66162 2.49988 0.53356 0.1 0.5 0.2
C -0.72881 2.32677 0.07257 2.0 4.9 1.2
H -1.44611 2.79828 0.75975 0.3 0.0 -0.1
C -1.60483 1.58148 -1.84955 -1.4 2.9 -5.1
C -1.02926 3.76377 -2.19530 -0.4 -0.9 0.2
H -0.59992 4.73554 -1.95860 -0.2 -0.4 -0.1
C -1.64123 3.30372 -3.33319 0.1 0.3 0.3
H -1.84433 3.78985 -4.28527 0.2 -0.1 0.4
N -2.00088 1.95922 -3.10780 -0.7 -0.1 -2.4
C -2.73668 1.13988 -4.02868 0.5 0.7 0.6
C -4.07750 1.47623 -4.31680 -0.1 -0.5 -0.4
C -4.79554 0.63769 -5.18637 0.3 0.0 0.1
H -5.84224 0.87952 -5.40587 0.3 -0.1 0.1
C -4.21691 -0.50530 -5.76275 0.2 0.3 0.3
C -5.00235 -1.38151 -6.71213 0.0 -0.1 -0.2
H -4.76722 -2.44898 -6.56084 -0.1 0.4 0.0
H -4.75854 -1.13835 -7.76378 -0.1 -0.1 0.4
H -6.08863 -1.24316 -6.58227 0.4 -0.1 0.0
C -2.87929 -0.80278 -5.44979 0.0 0.2 0.2
H -2.40997 -1.69222 -5.88721 -0.2 0.3 0.1
C -2.11637 0.00175 -4.58763 -0.6 -0.3 -0.3
C -0.69591 -0.37043 -4.24446 0.1 0.1 -0.1
H -0.04906 0.51849 -4.16094 -0.3 -0.3 0.0
H -0.27517 -1.04894 -5.00398 -0.2 0.2 0.3
H -0.65602 -0.87607 -3.26406 0.1 0.2 -0.2
C -4.74071 2.68479 -3.69627 0.0 0.1 0.1
H -4.48685 3.61218 -4.24225 0.0 -0.3 0.2
H -4.41862 2.82927 -2.65207 -0.1 -0.1 -0.4
H -5.83734 2.57700 -3.71682 0.4 0.0 0.0
O 1.09078 -0.00204 0.57395 3.9 -1.6 2.5
P 2.33816 -0.46213 1.69224 -0.6 1.4 -1.5
C 2.02454 -0.75249 3.64664 0.2 -0.1 0.7
C 2.67696 -1.80060 4.34359 -0.7 0.7 0.3
C 2.50666 -1.99061 5.72585 -0.2 0.5 -0.4
C 1.71245 -1.12551 6.47137 0.2 -0.3 0.0
C 1.11241 -0.04345 5.84998 0.3 -0.1 -0.5
C 1.28250 0.15628 4.48082 0.4 -1.0 -0.6
C 2.76334 -2.14617 0.97907 -0.3 0.3 1.0
C 2.46788 -3.36293 1.63198 0.3 -0.1 -0.7
C 2.88158 -4.58203 1.09368 0.0 0.5 -0.2
C 3.57739 -4.61253 -0.11305 0.0 0.2 0.0
C 3.82732 -3.42419 -0.79903 -0.3 0.1 0.5
C 3.40870 -2.20441 -0.26442 0.2 -0.4 0.1
C 4.14134 0.15672 2.05636 -0.6 -1.7 1.1
C 5.23310 0.07819 1.16727 0.7 0.6 0.7
C 6.52804 0.46303 1.56755 -0.9 0.2 0.4
C 6.77071 0.94900 2.85541 0.8 0.0 -0.7
C 5.72832 1.05619 3.74944 -1.0 -0.2 -0.2
C 4.44980 0.66576 3.36855 0.7 0.2 -0.4
H 3.34610 -2.47515 3.84247 0.1 -0.1 -0.3
H 3.00357 -2.81116 6.22443 0.1 -0.1 -0.1
H 1.57967 -1.27727 7.53620 0.0 -0.1 0.0
H 0.51220 0.64937 6.42772 0.0 0.1 -0.1
H 0.78558 1.02135 4.07931 -0.1 0.1 -0.5
H 1.91803 -3.39732 2.55656 -0.1 0.2 0.1
H 2.66665 -5.50417 1.61893 0.0 0.0 0.0
H 3.90967 -5.55635 -0.52276 0.0 -0.1 0.0
H 4.35227 -3.44546 -1.74395 0.0 0.0 -0.1
H 3.60288 -1.30238 -0.82263 -0.1 0.1 0.0
H 5.13197 -0.29165 0.17251 -0.2 -0.2 -0.5
H 7.35617 0.37927 0.88389 0.1 -0.1 -0.3
H 7.76620 1.24452 3.16525 0.1 0.0 -0.2
H 5.89654 1.44064 4.75283 -0.1 -0.1 -0.1
H 3.72503 0.80776 4.14427 -0.5 -0.2 -0.1
```
Positions in Å, forces in eV/Å.

Its total energy is -68968.8693 eV. As for the HOMO energy (spin up / spin down): -0.86 / -1.28 eV. The max |F| comes out at 0.2521 hartree/bohr. The HOMO-LUMO gap (spin up / spin down) comes out at 3.2 / 3.6 eV. Its net charge is -1.

***

Record 2
The following is a quantum chemistry calculation of the molecule C10H14BFO2S, from the OMol25 dataset.

Structure (XYZ):
```
29
Properties=species:S:1:pos:R:3:forces:R:3
B 0.09805 0.86492 -0.09731 -0.8 0.7 -0.2
C -2.29996 1.81534 0.21825 0.8 0.1 -0.6
C -3.69734 1.43339 0.19284 2.8 -0.1 -0.4
C -1.44658 0.78274 -0.03406 -0.5 -0.5 -0.1
C -3.81898 0.10891 -0.16967 -0.8 1.2 1.5
C 1.96077 -0.61517 -0.35396 0.9 -0.1 -1.6
C 2.80480 0.54703 0.16302 -0.1 1.0 -1.8
C -5.07561 -0.67938 -0.18588 0.7 -1.5 -1.8
C 2.44685 -1.82579 0.48378 -1.1 -1.3 0.8
C 2.17191 -0.80965 -1.89989 -1.6 -1.1 1.3
C 2.93920 0.78498 1.58262 -0.1 0.6 1.7
O 0.63244 -0.42122 0.04382 1.1 -0.9 -0.4
O 0.77297 1.97810 -0.24589 2.1 -1.4 0.4
F 3.81820 1.04353 -0.61275 -2.2 -1.1 1.6
S -2.32970 -0.71682 -0.34512 0.4 1.6 0.2
H -1.77689 2.81668 0.26458 -1.3 -1.0 0.3
H -4.33843 2.22618 0.48142 -1.5 -0.1 -0.1
H -4.71798 -1.64397 -0.68151 -1.3 1.0 0.2
H -5.41120 -1.01171 0.78732 -0.3 0.4 0.3
H -5.83323 -0.13336 -0.78939 0.2 -0.8 0.6
H 3.49349 -2.10005 0.42756 0.6 1.0 0.3
H 2.06600 -2.91020 0.27326 -0.5 2.4 -0.1
H 2.05569 -1.43775 1.46450 1.0 -1.6 -0.4
H 3.05542 -0.39925 -2.30431 1.4 0.1 0.0
H 1.40481 -0.31928 -2.47463 -0.7 0.1 0.1
H 2.07995 -1.90228 -2.03809 0.2 0.6 -0.4
H 3.09065 1.87659 1.74803 0.0 -0.8 0.0
H 3.84837 0.20761 1.95515 -1.0 0.7 -0.4
H 2.00635 0.43988 2.14630 1.4 0.6 -0.9
```
Positions in Å, forces in eV/Å.

Its total energy is -28919.9951 eV. As for the HOMO energy (spin up / spin down): -7.98 / -7.98 eV. The max |F| comes out at 0.0566 hartree/bohr. The HOMO-LUMO gap (spin up / spin down) comes out at 6.5 / 6.5 eV.

***

Record 3
The following is a quantum chemistry calculation of a 4-piece molecular cluster, C8H12N4 overall, from the OMol25 dataset.

Structure (XYZ):
```
24
Properties=species:S:1:pos:R:3:forces:R:3
C 1.20011 3.66669 -2.85877 -0.1 -0.1 0.4
C 0.98636 2.26069 -3.18112 0.0 0.4 0.0
N 0.82592 1.15629 -3.43750 0.0 -0.3 -0.1
H 0.87384 4.31395 -3.66772 0.1 -0.1 -0.1
H 2.25029 3.81826 -2.62011 0.0 0.1 -0.1
H 0.61691 3.91873 -1.97205 0.1 0.0 0.0
C 3.77255 -0.18833 0.74313 0.4 -0.2 0.4
C 3.20385 1.01405 0.16826 -0.3 0.5 -0.3
N 2.76537 1.98117 -0.27342 0.1 -0.3 0.1
H 3.84928 -0.06587 1.82433 -0.1 0.0 0.0
H 4.77896 -0.35796 0.36314 0.0 0.1 -0.1
H 3.17353 -1.07086 0.53707 -0.1 0.0 -0.1
C 0.23112 -1.03465 -1.11683 0.2 0.5 -0.7
C -0.83495 -1.38967 -0.20145 0.3 -0.1 -0.1
N -1.67231 -1.66721 0.52743 -0.3 -0.1 0.3
H 0.14946 0.01115 -1.41300 0.0 0.0 0.2
H 0.17977 -1.58070 -2.05855 -0.2 -0.2 0.2
H 1.22409 -1.18108 -0.70165 -0.1 -0.1 0.2
C -4.65310 -2.53722 2.82856 0.2 0.2 -0.6
C -4.51639 -1.76987 4.05783 -0.1 -0.5 -0.3
N -4.36490 -1.14635 5.00425 0.0 0.3 0.4
H -4.81733 -3.60288 2.95831 0.1 0.0 0.4
H -3.73531 -2.39023 2.25214 -0.1 -0.1 -0.1
H -5.48711 -2.15812 2.23774 0.0 0.1 0.1
```
Positions in Å, forces in eV/Å.

As for the SMILES: CC#N.CC#N.CC#N.CC#N. Its total energy is -14449.7723 eV. As for the HOMO energy: -11.35 eV. The max |F| comes out at 0.0161 hartree/bohr. The HOMO-LUMO gap comes out at 11.8 eV.

***

Record 4
The following is a quantum chemistry calculation of C9H14N4O7P2S3Zn as an isolated structure, from the OMol25 dataset.

Structure (XYZ):
```
40
Properties=species:S:1:pos:R:3:forces:R:3
Zn -0.25017 -0.32152 -0.16267 0.0 0.1 0.1
S 0.84384 -1.40448 1.64836 0.0 0.0 0.0
C 2.04458 -0.15641 1.64658 0.0 0.0 -0.1
S 1.70827 1.27085 0.76430 0.0 -0.1 0.0
C 3.26353 -0.34576 2.31584 0.0 0.0 -0.1
C 4.30841 0.61342 2.24158 -0.1 0.1 0.1
N 5.18229 1.37047 2.21312 0.0 0.0 -0.1
C 3.56953 -1.52641 3.04361 0.0 0.0 0.0
N 3.86830 -2.46380 3.65054 0.0 0.0 0.0
O -4.27235 -0.57555 -0.29479 0.0 0.0 0.0
P -3.15578 -1.16477 -1.31925 0.0 0.1 0.0
O -3.78418 -2.18505 -2.18323 0.0 0.0 0.0
O -1.94005 -1.43864 -0.48385 0.0 -0.1 0.0
O -2.84196 0.13602 -2.26572 0.0 0.0 0.0
P -2.10489 1.50630 -1.88497 0.0 0.0 -0.1
O -3.34237 2.51059 -1.57442 0.0 0.0 0.0
O -1.39710 2.03122 -3.09132 0.0 0.0 0.0
O -1.34769 1.32982 -0.60094 0.0 0.0 0.0
H -5.12870 -0.71822 -0.71220 0.0 0.0 0.0
H -3.44964 3.05656 -2.36014 0.0 0.0 0.0
C 4.34322 -1.87640 -2.18019 0.0 0.0 0.0
C 3.69099 -0.83995 -1.28115 0.0 0.0 0.0
N 3.13418 0.28241 -2.04053 0.0 0.0 0.0
C 1.83314 0.36249 -2.37220 -0.1 -0.1 0.0
S 0.80081 -1.00841 -2.32730 0.0 0.0 0.0
N 1.33543 1.53327 -2.75374 0.0 0.0 0.0
C 1.99700 2.81175 -2.59192 0.0 0.0 0.0
C 2.92525 3.15559 -3.75275 0.0 0.0 0.0
H 4.76021 -2.68419 -1.57629 0.0 0.0 0.0
H 5.14727 -1.43657 -2.77545 0.0 0.0 0.0
H 3.59892 -2.29828 -2.85558 0.0 0.0 0.0
H 4.40989 -0.41482 -0.57952 0.0 0.0 0.0
H 2.89380 -1.29526 -0.69446 0.0 0.0 0.0
H 3.58461 1.16519 -1.85587 0.0 0.0 0.0
H 0.32630 1.56418 -2.96078 0.0 0.0 0.0
H 2.52836 2.83537 -1.63423 0.0 0.0 0.0
H 1.19987 3.55128 -2.51641 0.0 0.0 0.0
H 3.71981 2.41509 -3.86021 0.0 0.0 0.0
H 3.38698 4.13290 -3.59651 0.0 0.0 0.0
H 2.36463 3.18037 -4.68791 0.0 0.0 0.0
```
Positions in Å, forces in eV/Å.

Its total energy is -129368.0476 eV. As for the HOMO energy: -2.29 eV. The max |F| comes out at 0.0032 hartree/bohr. The HOMO-LUMO gap comes out at 6.9 eV. Its net charge is -2.

***

Record 5
The following is a quantum chemistry calculation of the molecule C3H6N2O3, from the OMol25 dataset.

Structure (XYZ):
```
14
Properties=species:S:1:pos:R:3:forces:R:3
H 0.37057 2.08493 0.31079 0.1 0.3 -0.2
N 0.59650 1.20728 0.76201 0.1 1.7 0.3
C -0.11624 0.26574 0.35290 3.3 -2.7 3.3
C 0.25557 -1.07704 1.15075 -0.2 4.7 0.9
N 1.07886 -2.00291 0.47352 -0.4 0.5 -0.8
O 0.68596 -3.12664 0.40671 -0.1 -2.1 -0.2
O 2.06670 -1.54433 -0.01700 1.7 0.0 -0.8
O -0.94564 0.18675 -0.59499 -3.1 -0.9 -1.3
C -1.07277 1.31503 -1.40717 -0.2 0.5 -1.1
H 0.87288 -0.55154 1.90929 -0.2 -0.9 -0.3
H -0.54691 -1.52813 1.62167 -1.7 -1.1 0.5
H -1.33355 2.28879 -0.98507 -0.2 -0.4 0.8
H -1.80915 1.06572 -2.15479 -0.1 0.0 -0.2
H -0.10275 1.41635 -1.82861 0.8 0.5 -1.0
```
Positions in Å, forces in eV/Å.

As for the SMILES: [H]/N=C(/C[N+](=O)[O-])OC. Its total energy is -12326.6763 eV. As for the HOMO energy: -10.68 eV. The max |F| comes out at 0.1051 hartree/bohr. The HOMO-LUMO gap comes out at 11.1 eV.

***

Record 6
The following is a quantum chemistry calculation of an isolated ion of composition C4H4F2NO and charge +1, from the OMol25 dataset.

Structure (XYZ):
```
12
Properties=species:S:1:pos:R:3:forces:R:3
C -0.94972 0.32247 0.22995 -0.8 0.1 -0.7
C 0.20683 0.31276 0.80522 -0.1 -0.9 0.3
C -0.85266 0.13594 -1.29783 -4.3 2.0 -2.6
C 1.36195 0.02144 1.48502 -1.4 -3.9 3.6
N 0.26671 -0.71290 -1.61373 1.3 -0.1 0.5
O 0.14017 -1.57266 -2.41455 -0.4 0.5 0.3
F -2.12786 0.65054 0.71690 1.1 -0.1 -0.3
F -2.10208 -0.26785 -1.83226 1.6 -0.3 1.3
H -0.86208 1.20320 -1.78898 1.2 -1.7 1.0
H 2.20730 0.51560 1.26364 3.0 2.0 -1.2
H 1.58885 -1.07622 1.94046 -0.8 2.1 -1.8
H 1.12258 0.46770 2.50616 -0.3 0.2 -0.4
```
Positions in Å, forces in eV/Å.

Its total energy is -13170.2573 eV. As for the HOMO energy: -14.67 eV. The max |F| comes out at 0.1074 hartree/bohr. The HOMO-LUMO gap comes out at 6.9 eV. Its net charge is +1.